*a*
33
Properties=species:S:1:pos:R:3:nbo_charge:R:1 method="wB97M-V/def2-TZVPD" homo_lumo_gap_ha=0.3650 multiplicity=1
C 0.93 2.30 1.84 -0.2758
O 1.88 2.84 0.92 -0.7438
H 0.06 2.92 2.06 0.1819
H 0.62 1.38 1.34 0.1984
H 1.34 1.85 2.75 0.1705
H 2.31 3.61 1.31 0.4783
C 1.79 -3.61 0.41 -0.2435
O 0.58 -4.01 1.05 -0.7312
H 1.94 -4.27 -0.44 0.1799
H 1.76 -2.59 0.02 0.1490
H 2.67 -3.60 1.06 0.1529
H 0.14 -3.20 1.35 0.4875
C 2.40 1.98 -2.84 -0.2685
O 2.00 0.58 -2.72 -0.7674
H 1.43 2.41 -2.58 0.1805
H 3.29 2.32 -2.31 0.1729
H 2.52 2.13 -3.91 0.1776
H 2.33 0.19 -1.90 0.4912
C -1.37 -0.73 -0.14 -0.2546
O -0.29 -1.13 0.68 -0.7547
H -1.38 -1.36 -1.03 0.1749
H -2.21 -0.91 0.54 0.1848
H -1.42 0.33 -0.41 0.1693
H 0.52 -0.86 0.23 0.4820
C -5.13 0.05 0.00 -0.2533
O -5.29 0.13 1.41 -0.7252
H -4.38 -0.72 -0.20 0.1742
H -6.02 -0.16 -0.59 0.1709
H -4.76 1.01 -0.35 0.1654
H -6.22 0.10 1.62 0.4682
O 2.50 0.19 -0.07 -0.9834
H 2.89 -0.31 0.65 0.4829
H 2.55 1.12 0.22 0.5081

*b*
33
Properties=species:S:1:pos:R:3:nbo_charge:R:1 method="wB97M-V/def2-TZVPD" homo_lumo_gap_ha=0.3793 multiplicity=1
O -0.19 0.91 1.53 -0.9505
H 0.38 0.40 2.11 0.4773
H -1.07 0.60 1.73 0.4725
C -1.16 -0.84 -3.74 -0.2453
O -1.42 -2.06 -4.30 -0.7031
H -0.22 -0.39 -4.08 0.1606
H -2.00 -0.19 -3.95 0.1716
H -1.17 -0.88 -2.65 0.1546
H -0.54 -2.41 -4.44 0.4615
C 0.36 -1.12 5.49 -0.2473
O 1.47 -1.05 4.61 -0.7396
H -0.24 -2.01 5.28 0.1695
H 0.77 -1.35 6.47 0.1625
H -0.20 -0.18 5.54 0.1832
H 2.25 -1.44 5.01 0.4720
C 0.35 5.13 -1.64 -0.2401
O 0.12 4.85 -0.31 -0.7200
H 1.37 4.83 -1.85 0.1511
H -0.31 4.55 -2.28 0.1590
H 0.34 6.22 -1.75 0.1809
H 0.05 3.90 -0.21 0.4688
C 3.55 -0.18 -1.65 -0.2507
O 4.65 0.02 -2.54 -0.7274
H 3.94 -0.73 -0.79 0.1602
H 3.34 0.86 -1.41 0.1945
H 2.74 -0.82 -2.02 0.1639
H 4.81 -0.76 -3.06 0.4597
C -3.59 -2.90 0.54 -0.2504
O -3.23 -1.96 1.60 -0.7359
H -4.22 -3.67 0.99 0.1654
H -4.18 -2.40 -0.24 0.1682
H -2.70 -3.35 0.10 0.1898
H -4.04 -1.57 1.94 0.4635

Best to worst by energy: *a*, *b*.